# 1
Here is a 11-piece molecular cluster, C41H55BNO32 overall in a non-equilibrium geometry from OMol25. Energies are from the ωB97M-V functional and the def2-TZVPD basis.

Each line ends with the Löwdin charge.
Cartesian coordinates (Å):
C1 -0.68846 1.10695 -0.63780  -0.062
B1 0.43838 -0.05764 -0.80002  -0.638
O1 1.81330 0.37035 -0.75101  -0.004
C2 0.02482 -1.48863 -0.97155  -0.104
C3 0.73608 -2.42867 0.06112  -0.277
C4 1.57577 -3.50622 -0.63427  -0.148
C5 0.72113 -4.64679 -1.21785  -0.450
O2 -0.48454 -4.65586 -1.06854  0.066
N1 1.44847 -5.61403 -1.96399  0.112
C6 0.85307 -6.92517 -2.03032  -0.241
C7 0.12849 -7.53256 -1.02498  -0.033
C8 -0.36432 -8.79855 -1.21316  -0.108
C9 -0.14574 -9.51787 -2.35872  -0.108
C10 0.59256 -8.91915 -3.36601  -0.088
C11 1.06507 -7.64633 -3.18743  -0.034
H1 -1.34910 1.19811 -1.50992  0.035
H2 -1.33024 0.92980 0.23549  0.035
H3 -0.20798 2.08681 -0.46612  0.032
H4 2.16117 0.54044 -1.62915  0.045
H5 -1.05137 -1.53237 -0.71122  0.028
H6 0.04605 -2.84330 0.80204  0.093
H7 1.45447 -1.79356 0.60402  0.080
H8 2.07220 -3.04032 -1.49478  0.117
H9 2.35702 -3.95488 0.00684  0.105
H10 2.34422 -5.70655 -1.49124  0.129
H11 -0.05264 -6.99416 -0.10177  0.116
H12 -0.93356 -9.26925 -0.41480  0.101
H13 -0.50140 -10.52926 -2.52353  0.096
H14 0.83394 -9.42689 -4.29443  0.090
H15 1.65465 -7.19134 -3.98362  0.092
C12 1.25513 -10.00996 -7.94477  -0.125
C13 1.33543 -8.90619 -8.97351  -0.126
O3 1.24399 -7.72877 -8.17331  0.068
C14 1.65513 -8.04469 -6.91759  -0.545
O4 1.85466 -7.25620 -6.05669  0.170
O5 1.80625 -9.39085 -6.78271  0.049
H16 1.82989 -10.89051 -8.22308  0.130
H17 0.22690 -10.30947 -7.73123  0.134
H18 2.28919 -8.89842 -9.50567  0.132
H19 0.52586 -8.94461 -9.69881  0.132
C15 -1.61448 2.98710 2.43833  -0.118
C16 -1.67057 4.41532 2.92173  -0.129
O6 -2.51332 5.04036 1.95307  0.053
C17 -3.28764 4.06961 1.39256  -0.566
O7 -4.20997 4.28293 0.67574  0.160
O8 -2.87019 2.83801 1.76843  0.062
H20 -1.52146 2.27004 3.25068  0.135
H21 -0.80899 2.81650 1.72299  0.118
H22 -2.13873 4.50464 3.90641  0.129
H23 -0.69269 4.88987 2.95157  0.119
C18 0.77664 8.77079 5.45451  -0.119
C19 -0.39012 8.06171 4.80986  -0.116
O9 0.25075 7.20422 3.86284  0.053
C20 1.52027 6.98964 4.29346  -0.562
O10 2.26477 6.19314 3.82792  0.175
O11 1.82738 7.81108 5.33307  0.041
H24 0.59677 9.01690 6.49863  0.133
H25 1.06389 9.67849 4.91968  0.134
H26 -0.95207 7.44865 5.51722  0.135
H27 -1.07471 8.74370 4.31130  0.135
C21 4.31507 2.14965 -3.54253  -0.125
C22 4.21156 3.21457 -4.60543  -0.130
O12 4.11613 2.44455 -5.80306  0.052
C23 3.63234 1.21430 -5.46905  -0.560
O13 3.28271 0.39934 -6.25472  0.172
O14 3.60765 1.05196 -4.11965  0.064
H28 3.85709 2.45073 -2.60246  0.133
H29 5.34637 1.84341 -3.35416  0.133
H30 3.31052 3.82286 -4.50216  0.133
H31 5.07925 3.87035 -4.63298  0.128
C24 -3.16224 -2.57150 -3.44299  -0.100
C25 -3.24568 -1.16883 -2.90637  -0.108
O15 -4.12325 -0.52303 -3.84878  0.068
C26 -4.87296 -1.47802 -4.42675  -0.584
O16 -5.81484 -1.26540 -5.13352  0.122
O17 -4.43199 -2.71537 -4.11021  0.048
H32 -3.04339 -3.31723 -2.66194  0.134
H33 -2.36145 -2.69472 -4.17270  0.136
H34 -3.70241 -1.12424 -1.91672  0.136
H35 -2.27567 -0.67890 -2.87068  0.117
C27 -8.18226 -4.30168 -6.36543  -0.103
C28 -8.57705 -3.00469 -5.70831  -0.109
O18 -10.00060 -2.98029 -5.90493  0.073
C29 -10.41720 -4.25088 -6.07007  -0.574
O19 -11.56090 -4.59013 -6.08913  0.141
O20 -9.36769 -5.09780 -6.21136  0.038
H36 -7.32988 -4.77521 -5.88557  0.137
H37 -7.97086 -4.18617 -7.43024  0.136
H38 -8.36810 -2.99655 -4.63845  0.137
H39 -8.10388 -2.14087 -6.16495  0.125
C30 5.98650 6.74589 6.60983  -0.099
C31 4.84434 7.71740 6.75138  -0.109
O21 5.46877 8.83303 7.40843  0.050
C32 6.79602 8.77921 7.13829  -0.578
O22 7.56892 9.64625 7.39821  0.148
O23 7.12736 7.61193 6.53836  0.061
H40 5.90754 6.13175 5.71643  0.140
H41 6.09317 6.09428 7.47985  0.127
H42 4.45148 8.04820 5.78970  0.126
H43 4.02660 7.32069 7.34881  0.120
C33 4.59665 8.94438 11.20508  -0.118
C34 3.27929 8.96831 11.94363  -0.121
O24 2.42812 8.21270 11.08039  0.063
C35 3.21408 7.39805 10.33120  -0.567
O25 2.80894 6.52861 9.63239  0.167
O26 4.52551 7.71165 10.48490  0.050
H44 5.45573 8.95310 11.87189  0.132
H45 4.69361 9.76430 10.49081  0.135
H46 3.33237 8.46930 12.91349  0.133
H47 2.89206 9.97464 12.08448  0.132
C36 -11.61212 -6.71306 -8.47185  -0.112
C37 -10.49725 -7.59742 -7.97090  -0.115
O27 -10.31498 -8.51241 -9.05956  0.058
C38 -10.77138 -7.91211 -10.18671  -0.575
O28 -10.61232 -8.33648 -11.28575  0.154
O29 -11.43216 -6.76570 -9.89377  0.062
H48 -11.53974 -5.69534 -8.10798  0.105
H49 -12.60077 -7.10663 -8.22743  0.137
H50 -9.56942 -7.05045 -7.80963  0.119
H51 -10.75680 -8.12726 -7.05789  0.136
C39 9.53623 5.04470 9.48032  -0.122
C40 8.22604 5.05330 10.23148  -0.125
O30 7.37447 4.27869 9.38596  0.049
C41 8.16901 3.46875 8.63217  -0.564
O31 7.77095 2.58780 7.94790  0.176
O32 9.47746 3.80757 8.77059  0.062
H52 10.40140 5.07196 10.13893  0.131
H53 9.61165 5.86230 8.76020  0.134
H54 8.29702 4.56268 11.20471  0.132
H55 7.82533 6.05563 10.36849  0.128

The charge is -1. As for the molar mass: 1084.678 g mol⁻¹. As for the orbital gap: 0.140 Ha. The total energy is -111097.3076 eV. The HOMO energy comes out at -2.72 eV.

***

# 2
Here is C41H55CrN4OSSbSi3 as an isolated structure in a non-equilibrium geometry from OMol25. Energies are from the ωB97M-V functional and the def2-TZVPD basis.

Each line ends with the Mulliken spin population.
Cartesian coordinates (Å):
Cr1 0.02269 0.19579 -0.01726  3.287
N1 -0.50635 -1.61336 0.98375  -0.066
C1 -1.39691 -2.63647 0.44952  0.000
C2 -1.78222 -3.64187 1.33283  -0.001
C3 -2.69258 -4.61620 0.97122  0.004
C4 -3.23856 -4.56453 -0.30375  -0.002
C5 -2.82856 -3.58324 -1.18712  0.003
C6 -1.86634 -2.61071 -0.86615  0.004
C7 -1.46621 -1.63517 -1.93607  -0.028
C8 -1.58349 -2.06945 -3.26403  -0.025
C9 -1.38149 -1.21233 -4.33190  0.029
C10 -1.06199 0.11399 -4.08291  -0.022
C11 -0.86385 0.53019 -2.77406  0.049
C12 -1.01682 -0.32913 -1.67573  -0.240
H1 -0.81652 -1.38394 1.92016  0.015
H2 0.43169 -1.98847 1.10349  0.011
H3 -1.35246 -3.64764 2.33097  0.000
H4 -2.97951 -5.38768 1.67522  0.000
H5 -3.98965 -5.28427 -0.60837  0.000
H6 -3.29045 -3.54383 -2.16317  0.000
H7 -1.80349 -3.10927 -3.46884  -0.001
H8 -1.47242 -1.57976 -5.34741  0.001
H9 -0.92795 0.81058 -4.90274  0.000
H10 -0.54245 1.55235 -2.60478  0.013
N2 7.74585 2.94474 -6.23834  0.006
C13 6.89871 2.60790 -5.53750  -0.002
C14 5.83229 2.18706 -4.65236  0.013
C15 4.50517 2.28335 -5.06026  -0.006
C16 3.48865 1.90031 -4.19950  0.069
C17 3.77114 1.41411 -2.92375  0.124
C18 5.10711 1.30794 -2.53655  0.062
C19 6.13200 1.69347 -3.38598  -0.007
C20 2.67284 1.04045 -1.99137  0.099
C21 1.86604 2.10913 -1.49442  0.023
C22 2.06659 3.48277 -1.71514  0.234
C23 1.11110 4.17363 -0.94667  -0.055
C24 0.37351 3.21205 -0.28864  0.213
N3 0.81557 1.95024 -0.60266  -0.117
C25 2.53995 -0.33350 -1.65666  -0.070
C26 3.31093 -1.38828 -2.18368  0.255
C27 2.80380 -2.58013 -1.64835  -0.064
C28 1.75202 -2.22252 -0.82815  0.249
N4 1.58512 -0.85982 -0.79794  -0.089
H11 4.27996 2.65263 -6.05244  0.000
H12 2.45223 1.97204 -4.51075  0.004
H13 5.33491 0.91666 -1.55126  -0.007
H14 7.16590 1.62426 -3.07449  0.000
H15 2.81928 3.91381 -2.35866  0.010
H16 0.97614 5.24322 -0.86574  0.004
H17 -0.43496 3.37440 0.40179  -0.006
H18 4.12115 -1.28206 -2.88995  0.012
H19 3.14172 -3.58655 -1.84353  0.001
H20 1.10157 -2.91385 -0.31451  0.010
C29 -4.84379 -0.92324 0.38508  -0.001
Si1 -4.15658 -0.04284 1.87285  -0.003
C30 -5.56751 0.85241 2.70795  -0.005
C31 -3.56294 -1.27588 3.14386  0.001
Sb1 -2.15473 1.37473 1.06908  0.033
Si2 -1.67297 2.58679 3.29032  0.000
C32 -0.56909 4.06288 3.02068  -0.004
C33 -0.80973 1.33435 4.37176  -0.001
C34 -3.16775 3.21169 4.21896  -0.003
Si3 -3.43711 3.16381 -0.30175  0.000
C35 -2.45046 4.71070 -0.57994  0.011
C36 -3.85354 2.35539 -1.91994  0.001
C37 -5.01565 3.68419 0.53995  -0.002
H21 -5.60892 -1.64313 0.69949  0.000
H22 -4.06683 -1.46215 -0.16214  0.001
H23 -5.30961 -0.21026 -0.30446  0.000
H24 -6.31070 0.08801 2.96655  0.000
H25 -6.05251 1.59075 2.07286  0.000
H26 -5.26162 1.35014 3.62908  0.001
H27 -4.42173 -1.87858 3.46153  0.000
H28 -3.15681 -0.77543 4.02798  0.000
H29 -2.80879 -1.96232 2.75130  0.000
H30 0.33482 3.82554 2.45057  0.001
H31 -0.27181 4.46296 3.99722  0.000
H32 -1.10549 4.85220 2.48143  -0.002
H33 -0.04442 0.79951 3.80138  0.003
H34 -1.52847 0.60484 4.75824  0.000
H35 -0.33435 1.82300 5.23039  0.000
H36 -3.81239 3.84446 3.59980  0.001
H37 -2.80994 3.81449 5.06252  0.000
H38 -3.77266 2.39631 4.62150  0.000
H39 -1.62895 4.54797 -1.28011  -0.005
H40 -2.02711 5.10702 0.34999  0.000
H41 -3.13064 5.46625 -0.99219  0.001
H42 -2.95985 1.94375 -2.39304  -0.002
H43 -4.30706 3.08363 -2.60301  0.000
H44 -4.56014 1.53102 -1.77665  0.000
H45 -4.85698 3.99924 1.57635  0.001
H46 -5.76151 2.88860 0.53094  0.000
H47 -5.42813 4.53465 -0.01612  0.000
O1 1.14999 0.44277 1.88164  -0.045
S1 2.68574 0.53889 1.74764  0.008
C38 3.12281 2.30360 1.86120  -0.010
C39 3.68296 2.58791 3.25852  0.001
C40 3.07150 1.54268 4.18686  0.001
C41 3.24267 0.22836 3.43741  0.002
H48 2.18327 2.81524 1.66223  0.021
H49 3.80301 2.53347 1.04260  0.001
H50 3.44993 3.60678 3.57006  0.001
H51 4.77064 2.48299 3.25778  0.000
H52 2.00720 1.74025 4.33964  -0.001
H53 3.55572 1.52052 5.16401  0.000
H54 2.65261 -0.60780 3.81040  0.000
H55 4.29285 -0.06794 3.37154  0.001

The charge is 0. As for the molar mass: 909.999 g mol⁻¹. As for the orbital gap (alpha / beta): 0.194 / 0.260 Ha. The expectation value of S² is 6.09. The total energy is -120847.9868 eV. The energy above the lowest of the compared OMol25 structures with the same formula, charge and spin comes out at 0.0 kJ/mol. As for the spin multiplicity: 5. The HOMO energy (alpha / beta) comes out at -5.15 / -6.98 eV.

***

What is the formula in the second record? C41H55CrN4OSSbSi3

***

The highest charge belongs to which entry? C41H55CrN4OSSbSi3

***

charge of number 1 (C41H55BNO32)? -1